(1)
Here is a molecular structure, C37H27BGeN8O2ReS2 from the Open Molecules 2025 dataset. Energies are from ωB97M-V with the def2-TZVPD basis set.

The calculation puts the HOMO-LUMO gap at 6.2 eV. As for the spin multiplicity: 1. The total charge is +1. The value obtained for the electronic energy is -135811.822 eV. Its HOMO energy is -10.90 eV.

Atoms and positions in Å:
Re1 -0.3084 1.4265 1.2176
S1 -1.4560 2.8845 2.8335
C1 -1.5858 4.4449 2.1084
C2 -2.2441 5.3969 2.9492
N1 -2.7641 6.0575 3.7926
C3 -1.0985 4.7062 0.8318
S2 -0.2287 3.4569 0.0036
C4 -1.3378 5.9886 0.2412
N2 -1.3216 7.0581 -0.2389
N3 2.7491 3.3153 1.3722
C5 2.5933 2.3199 2.2991
N4 3.5914 2.2228 3.1802
C6 3.4777 1.1920 4.0726
N5 4.4312 0.9642 4.9844
N6 2.3814 0.4206 4.1476
C7 1.4279 0.6182 3.2980
N7 1.4645 1.6021 2.3072
C8 0.1355 -0.0400 3.6144
C9 -0.1252 -0.5659 4.9068
C10 -1.3848 -1.1292 5.1039
C11 -2.3790 -1.0225 4.1386
C12 -2.1217 -0.3357 2.9812
N8 -0.8669 0.0787 2.6822
H1 3.6091 3.8602 1.4306
H2 2.0514 3.5586 0.6530
H3 5.2473 1.5723 5.0023
H4 4.3334 0.2619 5.7322
H5 0.6696 -0.6229 5.6499
H6 -1.6156 -1.6502 6.0414
H7 -3.3150 -1.5889 4.2618
H8 -2.8373 -0.1307 2.2230
O1 1.6239 1.4704 -1.5103
B1 1.3037 0.6462 -0.3640
O2 2.3623 -0.1603 -0.0386
C13 3.3949 0.1908 -0.8771
C14 4.6155 -0.4597 -0.9952
C15 5.4714 0.0759 -1.9803
C16 5.0387 1.0185 -2.8752
C17 3.7178 1.4497 -2.9087
C18 2.9357 1.1165 -1.8078
H9 4.8081 -1.3644 -0.3879
H10 6.5044 -0.2706 -2.1469
H11 5.7453 1.4513 -3.5560
H12 3.3074 1.9938 -3.7306
C19 -0.2864 0.2696 -0.2268
Ge1 -1.1009 -1.0993 -1.2386
C20 -2.4021 -2.2318 -0.3254
C21 -3.7662 -1.9047 -0.3000
C22 -4.6221 -2.7597 0.3778
C23 -4.1942 -3.9135 0.9916
C24 -2.8121 -4.1462 1.0571
C25 -1.8978 -3.2879 0.4652
C26 0.0524 -2.2663 -2.1979
C27 -0.2167 -3.6465 -2.3660
C28 0.6056 -4.4039 -3.1373
C29 1.7233 -3.8600 -3.8002
C30 1.9250 -2.4894 -3.7252
C31 1.1084 -1.7003 -2.9321
C32 -2.2033 -0.1651 -2.5650
C33 -1.9123 1.1909 -2.7976
C34 -2.6908 1.8728 -3.7157
C35 -3.6570 1.2315 -4.4424
C36 -3.9804 -0.0892 -4.1830
C37 -3.2333 -0.8150 -3.2611
H13 -4.1057 -0.9833 -0.7551
H14 -5.6697 -2.5472 0.3874
H15 -4.8498 -4.5955 1.5420
H16 -2.4387 -5.0772 1.5257
H17 -0.8080 -3.4009 0.4549
H18 -1.1574 -4.0496 -1.9007
H19 0.3843 -5.4376 -3.2864
H20 2.3462 -4.4974 -4.4375
H21 2.7972 -2.0150 -4.1922
H22 1.2800 -0.6400 -2.8473
H23 -1.1479 1.7073 -2.1771
H24 -2.5195 2.9164 -3.8819
H25 -4.2704 1.7653 -5.1179
H26 -4.8488 -0.5400 -4.6060
H27 -3.4324 -1.8700 -3.0282

---

(2)
Here is a molecular structure, C37H27BeIN3P from the Open Molecules 2025 dataset. Energies are from ωB97M-V with the def2-TZVPD basis set.

The calculation puts the HOMO-LUMO gap at 7.2 eV. As for the spin multiplicity: 1. The total charge is +2. The value obtained for the electronic energy is -61059.310 eV. Its HOMO energy is -13.45 eV.

Atoms and positions in Å:
Be1 -0.3323 1.4998 0.0431
C1 -2.6708 0.7190 3.6491
C2 -3.9292 1.0925 3.2072
C3 -4.0714 1.5572 1.9091
C4 -2.9468 1.6313 1.1046
N1 -1.7281 1.2785 1.5328
C5 -1.6010 0.8309 2.7777
C6 -2.9495 2.0976 -0.2887
C7 -4.0530 2.5520 -0.9937
C8 -3.8755 2.9739 -2.3022
C9 -2.6105 2.9524 -2.8714
C10 -1.5525 2.5001 -2.1021
N2 -1.7355 2.0732 -0.8476
C11 -0.1360 2.5114 -2.4892
C12 0.3394 2.8826 -3.7353
C13 1.7099 2.9532 -3.9316
C14 2.5535 2.6577 -2.8728
C15 1.9933 2.2601 -1.6714
N3 0.6795 2.1722 -1.4787
H1 -2.5147 0.3504 4.6529
H2 -4.7875 1.0276 3.8619
H3 -5.0404 1.8552 1.5357
H4 -0.6031 0.5569 3.0981
H5 -5.0307 2.5878 -0.5371
H6 -4.7205 3.3368 -2.8717
H7 -2.4643 3.2984 -3.8837
H8 -0.3434 3.1186 -4.5386
H9 2.1096 3.2445 -4.8934
H10 3.6268 2.7335 -2.9722
H11 2.6283 2.0071 -0.8306
I1 1.2953 2.4129 1.7463
C16 2.7429 0.8855 2.2305
C17 3.7179 1.4415 3.0137
C18 4.7676 0.6628 3.5141
C19 4.7918 -0.6651 3.2205
C20 3.7946 -1.2583 2.4129
C21 3.9030 -2.6447 2.1715
C22 2.9971 -3.2973 1.3931
C23 1.9608 -2.5610 0.8159
C24 1.7881 -1.2040 1.0207
P1 0.3258 -0.6164 0.0665
C25 -1.0673 -1.5870 0.7213
C26 -2.2840 -1.4673 0.0437
C27 -3.3995 -2.1619 0.4795
C28 -3.3144 -2.9715 1.6058
C29 -2.1198 -3.0670 2.3015
C30 -0.9972 -2.3760 1.8642
C31 0.6488 -1.3439 -1.5819
C32 1.7801 -0.8828 -2.2568
C33 2.1111 -1.3811 -3.5049
C34 1.3174 -2.3579 -4.0904
C35 0.2074 -2.8401 -3.4157
C36 -0.1296 -2.3410 -2.1647
C37 2.7101 -0.4883 1.8573
H12 3.6796 2.4943 3.2597
H13 5.5316 1.1217 4.1255
H14 5.5844 -1.2940 3.6045
H15 4.7319 -3.1755 2.6219
H16 3.0760 -4.3599 1.2101
H17 1.2641 -3.0853 0.1755
H18 -2.3463 -0.8334 -0.8359
H19 -4.3339 -2.0816 -0.0610
H20 -4.1781 -3.5343 1.9344
H21 -2.0546 -3.6868 3.1864
H22 -0.0692 -2.4623 2.4142
H23 2.4339 -0.1673 -1.7782
H24 2.9965 -1.0174 -4.0102
H25 1.5782 -2.7555 -5.0621
H26 -0.3974 -3.6189 -3.8610
H27 -0.9884 -2.7463 -1.6487